Entry from the Open Molecules 2025 dataset: a 15-piece molecular cluster, C58H73BrF16N15O4 overall (wB97M-V/def2-TZVPD).

Last column: Löwdin charge in e.
Atoms and positions in Å:
C: 0.84908 -6.77206 1.67600  -0.0104
C: 0.09506 -6.07892 2.68638  -0.0445
C: 0.30206 -4.51386 3.03095  -0.3554
O: 0.87647 -4.27544 4.13755  0.0510
O: -0.15371 -3.46434 2.18580  -0.0760
C: 0.95566 -2.84384 1.45968  -0.1628
C: 0.91422 -1.23164 1.48090  -0.1395
C: 0.85799 -0.59976 -0.01801  -0.1885
C: 2.35032 -0.53075 -0.61604  -0.1840
C: 2.71297 0.82391 -1.39381  -0.2054
C: 3.41416 1.95912 -0.47292  -0.1597
C: 2.85101 2.03436 1.01290  -0.0736
C: 1.38086 2.58554 1.14796  -0.3839
Br: 0.40400 3.19228 -0.49278  0.8044
C: 0.64792 2.67913 2.53249  -0.0617
C: -0.87050 3.19340 2.68293  -0.1203
C: -1.86049 2.24528 1.84023  -0.1027
C: -2.99781 1.53234 2.69832  -0.2786
F: -3.57238 2.56925 3.53559  0.0330
F: -2.47326 0.56565 3.59232  0.0734
C: -4.24501 0.98858 1.81301  -0.1954
F: -5.31516 0.70385 2.72942  0.0811
F: -4.62002 2.08977 0.98437  0.0774
C: -3.93682 -0.36429 1.01995  -0.1594
F: -2.64599 -0.34975 0.37840  0.0741
F: -3.81990 -1.38736 2.02381  0.0887
C: -5.08083 -0.86573 0.01059  -0.1704
F: -5.53719 -2.15342 0.46228  0.0887
F: -6.26501 -0.05412 0.03885  0.0915
C: -4.56751 -1.12582 -1.49860  -0.1696
F: -5.71714 -1.62661 -2.20573  0.0668
F: -3.61595 -2.19592 -1.56323  0.0941
C: -4.09874 0.18464 -2.29160  -0.2896
F: -4.66019 1.39046 -1.84182  0.1180
F: -4.55919 0.02024 -3.64256  0.0755
F: -2.67655 0.29496 -2.41719  0.0853
C: 1.51052 2.18499 3.76018  -0.0175
C: 0.77818 2.22330 5.16941  -0.1498
C: 0.87400 3.36024 6.05765  0.0411
C: 2.98686 1.68981 3.53847  -0.0292
C: 3.74460 1.21541 4.87237  -0.0829
C: 3.71161 -0.41744 4.94981  -0.0408
C: 2.78006 -0.91309 6.15127  -0.3682
F: 3.09942 -0.33574 7.40730  0.0659
F: 1.38086 -0.77382 5.85937  0.0562
F: 2.98523 -2.32798 6.30910  0.0407
N: 3.59892 1.63299 2.20520  0.0271
C: 5.02739 1.15396 2.05738  -0.0670
C: 5.15199 -0.43918 1.86176  -0.1510
O: 5.60009 -0.63355 0.46430  -0.0985
C: 6.42180 -1.78550 0.34977  -0.2253
O: 6.90276 -2.02267 -0.79401  0.0212
H: 1.99025 -6.74735 1.69723  0.0719
H: 0.30311 -7.39706 0.88615  0.0707
H: -0.65443 -6.72468 3.27944  0.1208
H: 0.92884 -3.28466 0.39116  0.1337
H: 1.92881 -3.24022 1.93649  0.1317
H: 1.86782 -0.89516 2.04745  0.0790
H: 0.00730 -0.93757 2.12179  0.1146
H: 0.24306 -1.35765 -0.64043  0.0978
H: 0.27635 0.38104 -0.04583  0.0473
H: 2.42456 -1.38954 -1.40323  0.0830
H: 3.06800 -0.81812 0.22313  0.0782
H: 1.79170 1.18622 -1.95933  0.0843
H: 3.49331 0.53869 -2.20148  0.0616
H: 4.53762 1.80501 -0.56657  0.0996
H: 3.18676 2.96889 -0.99252  0.1062
H: -1.20110 3.33055 3.76383  0.1161
H: -0.89793 4.24678 2.20525  0.1348
H: -2.25455 2.87278 0.96164  0.1200
H: -1.19335 1.43449 1.35083  0.0946
H: 0.15142 1.35012 5.55139  0.1136
H: 1.86439 3.83497 6.36878  0.0822
H: -0.10041 3.77481 6.51681  0.0873
H: 3.26045 1.58865 5.83355  0.1121
H: 4.84137 1.58114 4.91308  0.1275
H: 3.26225 -0.76421 3.95448  0.1097
H: 4.77334 -0.82713 5.04076  0.0888
H: 5.57220 1.70727 1.20145  0.1419
H: 5.65756 1.40495 2.99450  0.1358
H: 4.14923 -0.96816 2.00089  0.1060
H: 5.91856 -0.94454 2.54423  0.0608
H: 6.62183 -2.52068 1.21257  0.1627
C: 6.30979 0.23999 -4.91848  -0.0541
C: 5.31538 0.97657 -4.13419  -0.2170
N: 4.53363 1.55581 -3.51714  0.1438
H: 5.91750 -0.71881 -5.26541  0.0863
H: 6.62125 0.80262 -5.80174  0.0877
H: 7.20796 0.03077 -4.33269  0.0871
C: -2.76403 -3.05737 -4.37861  -0.0618
C: -2.34044 -3.21439 -5.77297  -0.2831
N: -2.00715 -3.33889 -6.86852  0.1619
H: -3.84933 -3.13512 -4.27511  0.0843
H: -2.32153 -3.82263 -3.73584  0.0904
H: -2.46852 -2.08549 -3.97610  0.0684
C: -1.01870 -0.02213 -7.32771  -0.0814
C: -0.39495 0.76318 -8.39624  -0.2575
N: 0.09491 1.37981 -9.23548  0.1411
H: -0.80922 -1.08872 -7.43728  0.0506
H: -0.65537 0.28027 -6.34223  0.0778
H: -2.10492 0.09591 -7.32332  0.0824
C: 0.79052 -4.37246 -4.90562  -0.0570
C: 1.03141 -3.50194 -3.75098  -0.2390
N: 1.22068 -2.81776 -2.84393  0.1551
H: 0.52709 -5.38662 -4.59579  0.0907
H: -0.02777 -3.99932 -5.52685  0.0358
H: 1.67437 -4.44696 -5.54343  0.0911
C: -8.65068 -1.53609 -3.52129  -0.0744
C: -9.25397 -2.06353 -4.74839  -0.2733
N: -9.72768 -2.47777 -5.71215  0.1289
H: -8.17026 -0.56966 -3.69175  0.0791
H: -9.39616 -1.39235 -2.73550  0.0684
H: -7.88869 -2.21100 -3.12503  0.0633
C: 7.56488 -2.42042 6.51004  -0.0405
C: 6.95299 -2.22491 5.19350  -0.2092
N: 6.47137 -2.07116 4.15824  0.1507
H: 7.85696 -1.46962 6.96235  0.0916
H: 6.87798 -2.91275 7.20264  0.0865
H: 8.46262 -3.03987 6.44716  0.0938
C: -6.77790 3.82358 -2.94795  -0.0790
C: -6.64573 5.26881 -3.15248  -0.2748
N: -6.54194 6.40373 -3.31276  0.1289
H: -7.81975 3.53239 -2.79367  0.0861
H: -6.40772 3.26012 -3.80796  0.0785
H: -6.21483 3.48836 -2.07373  0.0592
C: -12.82766 -1.45080 -2.10284  -0.0749
C: -12.32913 -0.10216 -2.38835  -0.2859
N: -11.93640 0.95656 -2.61300  0.1220
H: -12.03639 -2.09881 -1.71824  0.0752
H: -13.62536 -1.43434 -1.35651  0.0831
H: -13.23106 -1.92774 -2.99921  0.0861
C: 3.46028 -2.47736 9.89435  -0.0804
C: 3.70169 -1.61004 11.05088  -0.2749
N: 3.89128 -0.92827 11.95869  0.1274
H: 3.19917 -3.49319 10.20033  0.0859
H: 2.64090 -2.10452 9.27593  0.0664
H: 4.34275 -2.54854 9.25421  0.0687
C: 5.76557 5.42360 0.19092  -0.0988
C: 5.11900 5.24066 1.49487  -0.2731
N: 4.61109 5.09691 2.51959  0.1150
H: 6.78980 5.77278 0.29739  0.0225
H: 5.79825 4.49077 -0.37676  0.0688
H: 5.23520 6.15708 -0.42099  0.0929
C: 10.47910 6.01156 -0.09938  -0.0577
C: 9.16255 5.82605 -0.71570  -0.2272
N: 8.12771 5.68023 -1.20068  0.1362
H: 11.00494 5.06113 0.01803  0.0855
H: 11.11613 6.66309 -0.70206  0.0887
H: 10.39827 6.46306 0.89233  0.0861
C: -4.34053 -6.08595 -5.71096  -0.0753
C: -5.01507 -6.24942 -4.41990  -0.2800
N: -5.54379 -6.37780 -3.40524  0.1263
H: -3.31789 -5.72273 -5.58674  0.0528
H: -4.28487 -7.02929 -6.25918  0.0880
H: -4.86325 -5.37038 -6.35033  0.0886
C: 0.92225 4.64258 -10.36254  -0.0926
C: 1.54643 5.42750 -11.43160  -0.2824
N: 2.03664 6.04399 -12.27120  0.1183
H: 1.13145 3.57585 -10.47131  0.0503
H: 1.28508 4.94517 -9.37732  0.0775
H: -0.16380 4.76079 -10.35847  0.0796
C: -7.63819 1.49760 5.05747  -0.0840
C: -8.29593 1.32517 6.35584  -0.2765
N: -8.81223 1.18976 7.37548  0.1272
H: -6.61308 1.85859 5.17060  0.0732
H: -7.59156 0.55768 4.50230  0.0738
H: -8.16841 2.21845 4.43055  0.0832

Cartesian forces, eV/Å:
C -1.04 1.26 1.73
C 0.64 -0.51 -2.42
C 2.39 -0.74 4.53
O -2.25 -0.15 -4.52
O 1.12 -1.84 0.87
C 1.30 -0.37 -0.65
C -0.32 -0.40 0.10
C -0.03 -1.24 0.61
C -0.71 -0.66 -0.85
C 0.66 -1.41 0.15
C -0.33 0.33 -0.48
C -2.39 0.91 0.94
C 1.43 -0.96 3.21
Br 1.18 -0.49 1.97
C 3.29 -1.38 -0.28
C 0.75 0.40 -0.56
C 0.98 -0.59 -0.63
C 0.36 1.72 1.07
F 0.87 -2.22 -1.56
F -1.18 1.76 -2.07
C -0.73 1.06 1.50
F 2.31 0.62 -2.49
F 0.65 -2.84 1.56
C 1.17 -1.92 1.50
F -3.16 0.43 1.08
F -0.21 2.66 -2.29
C -2.16 -1.98 0.50
F 1.26 3.07 -1.16
F 3.34 -1.55 -0.30
C -1.39 -2.01 -0.78
F 2.60 1.32 1.75
F -2.09 3.17 0.40
C 0.90 1.13 -3.41
F 1.66 -3.19 -0.58
F 1.16 0.49 3.27
F -3.80 -0.16 0.90
C 1.62 -0.47 -2.35
C 0.85 2.37 1.36
C -0.39 -2.12 -1.44
C -2.91 1.30 -0.08
C 0.57 -0.58 -0.49
C -0.46 0.94 -0.06
C -0.17 -2.01 -0.13
F -1.07 -1.01 -2.97
F 3.49 0.09 1.06
F -0.51 3.24 -0.16
N -2.73 1.08 0.29
C 1.52 -0.49 0.51
C 0.01 0.28 -0.51
O 1.12 -2.29 1.87
C 1.08 -0.18 -5.08
O -1.88 0.89 4.88
H -1.68 1.05 -1.05
H 1.02 -0.20 2.13
H 0.16 1.84 -1.59
H -0.02 0.98 1.51
H -1.38 0.83 -0.70
H -1.58 -0.25 -0.92
H 1.26 -0.38 -0.94
H 0.93 1.31 0.84
H 1.02 -1.20 0.11
H -0.07 1.58 1.50
H -0.72 0.74 -1.26
H 1.28 -0.29 0.96
H -1.58 0.69 1.76
H -1.52 0.13 0.54
H 0.40 -1.49 1.12
H 0.75 -0.47 -1.45
H 0.10 -1.70 0.75
H 0.06 -1.19 1.57
H -1.37 1.05 0.83
H 0.00 1.52 -1.54
H -1.57 0.15 -1.52
H 1.88 -1.46 0.23
H 0.32 -0.06 -1.72
H -1.88 -0.55 -0.26
H 0.50 -0.01 1.77
H -1.80 0.41 0.13
H -1.28 -1.02 1.33
H -1.54 -0.10 -1.40
H 1.25 0.83 -0.16
H -1.31 1.19 -0.83
H -0.63 1.56 -0.74
C 0.23 -0.17 -0.19
C -0.01 0.06 0.01
N 0.80 0.07 -0.72
H -0.14 0.15 0.15
H -0.18 0.10 0.16
H -0.21 0.11 0.12
C -0.10 0.06 0.27
C -0.15 0.10 -0.05
N -0.10 0.05 0.49
H 0.09 -0.05 -0.22
H 0.04 0.00 -0.19
H 0.10 -0.07 -0.24
C -0.10 -0.19 0.23
C 0.03 0.07 -0.06
N -0.19 -0.24 0.39
H 0.04 0.16 -0.19
H 0.10 0.14 -0.20
H 0.13 0.09 -0.19
C -0.04 -0.18 -0.23
C 0.04 0.02 0.06
N -0.20 -0.35 -0.44
H 0.07 0.16 0.18
H 0.19 0.08 0.17
H 0.00 0.13 0.20
C 0.14 0.08 0.28
C -0.05 -0.02 -0.08
N 0.22 0.17 0.43
H -0.14 -0.10 -0.18
H -0.06 -0.04 -0.22
H -0.17 -0.09 -0.22
C 0.12 -0.05 0.31
C 0.06 -0.07 -0.07
N 0.46 -0.25 0.74
H -0.10 0.00 -0.23
H -0.08 0.03 -0.25
H -0.14 0.05 -0.22
C -0.06 -0.32 0.04
C 0.00 0.10 -0.02
N -0.01 -0.51 0.09
H 0.05 0.23 -0.04
H 0.00 0.24 -0.01
H -0.02 0.25 -0.05
C -0.14 -0.28 0.04
C 0.02 0.08 -0.03
N -0.07 -0.49 0.12
H 0.03 0.21 -0.05
H 0.12 0.20 -0.07
H 0.10 0.23 -0.01
C -0.10 -0.22 -0.22
C 0.02 0.06 0.08
N -0.06 -0.28 -0.42
H 0.05 0.17 0.17
H 0.09 0.09 0.21
H -0.01 0.13 0.19
C -0.28 0.04 0.16
C -0.19 -0.02 0.02
N 0.20 -0.14 -0.40
H -0.39 -0.08 0.28
H -0.02 0.04 0.18
H -0.04 -0.05 0.20
C 0.30 0.05 0.14
C 0.00 -0.01 -0.15
N 1.05 0.08 -0.14
H -0.23 0.01 -0.11
H -0.24 -0.06 -0.07
H -0.20 -0.04 -0.14
C 0.10 0.02 -0.27
C -0.06 -0.04 0.08
N 0.27 0.14 -0.41
H -0.13 -0.09 0.14
H -0.10 0.02 0.21
H -0.07 -0.06 0.20
C -0.09 -0.20 0.18
C 0.03 0.09 -0.06
N -0.20 -0.27 0.37
H 0.02 0.15 -0.12
H 0.08 0.11 -0.20
H 0.14 0.09 -0.17
C 0.15 0.04 -0.29
C -0.05 -0.01 0.09
N 0.24 0.06 -0.45
H -0.14 -0.04 0.19
H -0.10 0.01 0.22
H -0.08 -0.05 0.22

Values from the calculation:
F_max = 5.31 eV Å⁻¹
Electronic energy = -7547.1405 hartree
Charge = +1
HOMO-LUMO gap = 6.667 eV
E_LUMO = -3.911 eV